Record 1
The following is a DFT calculation (ωB97M-V/def2-TZVPD) of a structure of composition C34H36CaF5N3O5PS.

The geometry in XYZ format:
```
86
Properties=species:S:1:pos:R:3:forces:R:3:mulliken_charge:R:1
Ca -0.96737 -0.09635 0.42091 0.13 -0.17 0.08 1.7847
N 1.21801 -3.80231 -1.19907 0.07 0.00 0.13 0.2044
C 2.62594 -3.75054 -1.32420 -0.12 0.01 0.01 0.0622
C 3.30380 -4.82285 -1.87451 0.00 0.01 -0.01 -0.7232
C 4.68723 -4.78367 -1.99710 0.06 0.04 0.01 -0.6843
C 5.38577 -3.67093 -1.56180 -0.01 -0.07 0.02 -0.7963
C 4.69973 -2.59508 -1.01229 -0.06 -0.01 0.04 -0.7608
C 3.31950 -2.62763 -0.89817 0.24 -0.05 -0.01 0.8210
S 2.49613 -1.23467 -0.20304 -0.23 0.04 0.16 -0.0835
N 0.84602 -1.67889 -0.24713 -0.04 -0.05 0.07 -0.0184
C 0.44318 -2.82387 -0.65497 -0.12 -0.07 -0.15 0.5206
C -1.02440 -3.16043 -0.57807 0.04 0.01 -0.06 0.0358
C -1.45118 -4.47545 -0.47631 0.02 -0.01 0.03 -0.6828
C -2.81189 -4.74633 -0.44225 0.02 0.01 0.00 -0.6339
C -3.70590 -3.69692 -0.52321 0.02 0.02 -0.01 -0.9136
C -3.19373 -2.41169 -0.60020 -0.06 0.02 0.03 -0.5781
N -1.89247 -2.14078 -0.62036 0.18 -0.07 0.11 0.0609
H 0.76203 -4.62390 -1.55205 -0.01 0.00 -0.04 0.2640
H 2.75237 -5.69610 -2.20367 -0.01 0.00 0.00 0.4463
H 5.21303 -5.62613 -2.42420 -0.01 -0.01 0.00 0.4128
H 6.46316 -3.63518 -1.64439 0.01 0.00 0.00 0.4433
H 5.24482 -1.72439 -0.66713 -0.01 0.02 0.00 0.5069
H -0.74439 -5.28700 -0.37682 0.01 0.00 0.01 0.5610
H -3.15864 -5.76638 -0.34832 -0.01 0.00 0.00 0.4658
H -4.77427 -3.85543 -0.50823 0.00 -0.01 0.00 0.4577
H -3.86182 -1.55856 -0.64572 0.01 0.00 0.01 0.5664
F 1.07106 1.20536 6.70688 -0.02 -0.01 -0.02 -0.3499
C 0.53989 0.60442 5.63731 0.03 0.01 -0.01 0.6593
C 0.96103 0.93884 4.36532 0.09 0.03 0.01 -0.2212
F 1.89798 1.87848 4.19008 -0.03 -0.02 -0.01 -0.3891
C 0.38923 0.31788 3.27408 -0.04 0.09 0.19 0.0433
F 0.80825 0.70618 2.01618 -0.17 -0.16 -0.06 -0.2564
C -0.62762 -0.64425 3.36118 -0.08 -0.18 -0.17 0.5694
O -1.15839 -1.20472 2.31217 0.05 0.23 -0.08 -0.9087
C -1.02990 -0.94924 4.67329 0.06 0.08 0.16 0.2019
F -2.00053 -1.85060 4.85864 0.02 0.01 -0.03 -0.3539
C -0.46195 -0.34545 5.78054 -0.04 -0.04 -0.05 0.4114
F -0.88437 -0.66932 7.00139 0.01 0.01 -0.02 -0.3104
C -1.54364 3.20462 4.37464 0.01 -0.03 0.07 -0.8169
C -1.00784 3.84620 3.11974 -0.07 0.04 -0.16 -0.3599
O -2.01232 3.80874 2.06787 0.00 0.07 0.10 -0.2342
P -1.82859 2.79230 0.84315 -0.07 -0.05 -0.03 0.3893
O -2.90121 3.39148 -0.19362 0.02 0.11 0.07 -0.2964
C -2.66777 4.71130 -0.74378 0.01 -0.10 -0.02 -0.3559
C -3.61058 5.71212 -0.12327 -0.03 0.06 0.00 -1.2367
O -2.66383 1.42825 1.24168 0.04 0.13 -0.16 -0.1749
C -4.11769 1.31068 1.36351 0.13 -0.08 0.00 -0.2279
C -4.66675 2.08902 2.53259 -0.04 0.01 0.03 -1.1645
H -0.78902 3.24944 5.16165 -0.01 0.03 0.00 0.3997
H -1.79184 2.15519 4.20519 0.01 0.00 -0.01 -0.0891
H -2.43455 3.72397 4.72667 -0.01 0.01 -0.02 0.3907
H -0.09960 3.34987 2.76481 0.01 -0.02 0.03 0.2161
H -0.78201 4.90095 3.26518 0.02 -0.01 0.05 0.3399
H -2.82886 4.61723 -1.81689 -0.01 0.02 0.00 0.3779
H -1.62189 4.99329 -0.58509 -0.01 0.03 0.02 0.3689
H -4.64508 5.41500 -0.29401 0.00 -0.01 0.00 0.3076
H -3.46064 6.69404 -0.57404 0.01 -0.01 -0.01 0.4192
H -3.44101 5.79425 0.94915 0.01 -0.02 0.00 0.2471
H -4.28072 0.24126 1.49781 -0.04 0.01 0.01 0.2806
H -4.55033 1.62767 0.41598 -0.02 0.03 0.02 0.3512
H -4.22169 1.75088 3.46759 0.02 0.00 0.00 0.2780
H -5.74389 1.92455 2.58935 0.01 -0.02 0.00 0.4461
H -4.49040 3.15699 2.42343 0.01 0.00 -0.02 0.2273
C 4.82810 -1.33853 -4.12077 0.00 0.01 -0.02 -1.8252
C 3.59441 -0.61878 -3.66046 -0.01 -0.05 -0.06 0.4068
C 2.35337 -1.24726 -3.70702 -0.07 0.06 -0.02 -0.3097
C 1.19077 -0.61789 -3.29452 0.10 -0.03 -0.13 0.7860
C -0.11192 -1.34960 -3.48013 -0.04 -0.01 0.01 -1.7046
C 1.28821 0.70700 -2.81579 -0.06 0.18 -0.05 1.2584
C 0.15442 1.40826 -2.23534 0.15 -0.18 0.10 -0.7666
O -0.83223 0.86082 -1.74848 -0.12 0.12 0.13 -0.6269
C 2.53025 1.37713 -2.79803 0.04 -0.03 -0.06 1.1943
C 2.68744 2.79232 -2.30060 -0.01 0.04 0.02 -1.8916
C 3.66281 0.69385 -3.21006 -0.03 0.01 0.03 -0.8694
H 4.66127 -2.41337 -4.17055 0.01 0.00 0.00 0.2973
H 5.66648 -1.15162 -3.44950 -0.01 0.02 -0.02 0.3921
H 5.12108 -0.99373 -5.11430 -0.01 0.02 -0.01 0.4707
H 2.29306 -2.26246 -4.08307 0.01 -0.01 0.00 0.3767
H 0.08303 -2.41456 -3.60600 0.00 -0.01 -0.04 0.3625
H -0.60776 -1.00121 -4.38959 0.00 0.03 0.00 0.5060
H -0.80601 -1.20932 -2.65831 0.06 -0.01 -0.08 0.1011
H 0.22325 2.50240 -2.15783 0.00 0.00 -0.09 0.4122
H 2.47698 2.87563 -1.23241 -0.01 -0.02 0.00 0.3293
H 2.03306 3.49073 -2.82382 0.00 -0.01 -0.01 0.4187
H 3.71010 3.12768 -2.45850 0.00 -0.01 0.01 0.3857
H 4.62220 1.19707 -3.17895 0.01 0.00 0.00 0.3782
```
Forces are in eV/Å.

Electronic energy, hartree: -3774.1494
Net charge: +1
LUMO level, eV: -2.99
HOMO level, eV: -10.0
Frontier orbital gap, eV: 6.996
ΔE to the lowest compared entry with this formula, charge and spin, kJ/mol: 44.0

***

Record 2
The following is a DFT calculation (ωB97M-V/def2-TZVPD) of a structure of composition C34H36ClIrN4O6PS3Se2 in a non-equilibrium geometry.

The geometry in XYZ format:
```
88
Properties=species:S:1:pos:R:3:forces:R:3:mulliken_spin:R:1
Ir -1.49806 0.73614 -0.43775 0.65 -1.06 -0.28 0.5626
Se 1.94281 -0.49432 2.16866 -0.22 0.13 -0.11 0.0065
P 0.25828 0.52906 2.95925 0.83 -0.68 0.24 0.0194
Se -0.92752 1.92317 1.66137 -0.93 0.15 -0.71 0.0217
C 0.79622 1.64030 4.29737 -0.13 0.28 -0.14 -0.0003
C 1.51982 1.04011 5.32781 -0.02 0.06 0.05 0.0003
C 1.98022 1.80704 6.38448 -0.05 0.00 -0.06 0.0003
C 1.72561 3.17454 6.41696 0.03 -0.06 0.06 0.0000
C 1.01476 3.77350 5.39132 -0.03 0.00 -0.05 0.0006
C 0.54996 3.00914 4.32679 0.04 -0.12 0.09 0.0032
C -0.87211 -0.60075 3.82961 -0.32 0.22 -0.18 -0.0012
C -0.66047 -1.97078 3.81410 -0.03 -0.06 0.05 0.0041
C -1.54719 -2.81205 4.47526 0.01 0.07 0.04 -0.0015
C -2.64086 -2.28301 5.14537 0.02 -0.03 -0.03 0.0048
C -2.85057 -0.90822 5.16572 0.02 0.06 -0.03 -0.0011
C -1.96830 -0.06545 4.50792 0.01 -0.09 -0.03 0.0030
H 1.73441 -0.02095 5.28765 -0.01 0.00 0.02 0.0005
H 2.54371 1.33778 7.18057 0.00 0.02 -0.01 0.0000
H 2.09007 3.77017 7.24507 -0.01 -0.01 -0.04 0.0000
H 0.82189 4.83830 5.41272 0.01 -0.02 -0.02 0.0000
H 0.00586 3.48644 3.52294 0.02 0.06 0.04 -0.0033
H 0.19185 -2.36938 3.27716 -0.02 0.03 -0.01 0.0007
H -1.38618 -3.88331 4.45997 0.00 0.04 0.00 0.0001
H -3.33592 -2.94238 5.65223 0.04 0.03 0.00 0.0003
H -3.70138 -0.49481 5.69407 0.04 -0.01 -0.02 0.0000
H -2.12746 1.00778 4.51431 -0.02 -0.04 0.02 0.0016
Cl -2.94930 0.88332 -4.58062 0.00 -0.03 0.03 0.0013
C -1.31507 1.50111 -4.39132 0.06 0.01 0.05 0.0168
C -0.47874 1.38865 -5.48743 0.01 0.03 -0.03 -0.0095
C 0.79036 1.95679 -5.44686 -0.13 -0.04 -0.02 0.0271
C 1.18930 2.66516 -4.32524 0.08 0.15 -0.01 -0.0128
C 0.34631 2.73872 -3.22892 -0.13 0.12 -0.01 0.0265
C -0.91680 2.13142 -3.20648 0.19 0.03 0.02 -0.0232
C -1.74330 2.22698 -1.98741 0.03 -0.84 0.57 0.1481
H -0.83600 0.88910 -6.37876 0.02 0.00 0.03 0.0004
H 1.44501 1.87177 -6.30563 -0.04 0.02 0.04 0.0011
H 2.14944 3.17009 -4.29919 0.00 -0.05 0.03 0.0000
H 0.65829 3.30182 -2.35785 0.02 -0.05 -0.08 -0.0018
H -2.81284 2.20854 -2.17008 -0.03 0.25 -0.05 0.0095
H -1.44031 3.06385 -1.35053 -0.11 0.11 -0.08 0.0270
O -3.17315 -1.99379 0.41566 -0.55 0.02 -0.38 -0.0050
N -2.24527 -1.81159 1.14742 0.44 -0.52 0.46 0.0226
O -1.29202 -1.05837 0.71010 -0.05 0.74 -0.25 0.1290
N -4.68054 -0.29710 -1.92586 0.11 -0.24 0.07 -0.0004
C -4.78905 -0.11710 -0.61985 -0.08 0.34 -0.17 0.0025
N -5.79348 -0.70798 0.02536 0.02 -0.08 0.15 -0.0001
S -3.82920 1.00499 0.25955 0.71 0.23 0.00 -0.0093
H -5.18766 -1.04069 -2.37863 -0.02 0.00 -0.01 0.0002
H -3.85125 0.03313 -2.39574 0.11 0.04 -0.07 0.0010
H -6.27065 -1.48683 -0.39673 -0.13 0.05 -0.02 0.0001
H -5.76950 -0.68277 1.03110 0.02 -0.01 0.01 -0.0002
C 2.66481 -4.94369 0.33122 -0.05 0.08 -0.05 -0.0001
C 1.71747 -4.18068 -0.55357 -0.02 -0.04 0.02 0.0005
C 0.35552 -4.10760 -0.25360 0.03 0.00 -0.05 0.0001
C -0.51319 -3.39123 -1.05686 -0.05 -0.07 0.07 -0.0028
C -0.01384 -2.71818 -2.16194 0.09 0.03 -0.01 0.0022
C 1.33742 -2.78121 -2.48642 -0.02 0.01 -0.12 -0.0004
C 2.19175 -3.52205 -1.68726 0.02 -0.03 0.01 0.0000
S -1.05848 -1.62974 -3.09904 0.16 0.05 0.08 0.0015
C -2.22921 -2.83804 -3.69587 -0.21 0.04 -0.04 0.0007
O -1.87708 -0.84096 -2.07980 -0.26 0.36 0.08 0.0165
H 2.12635 -5.59463 1.01833 0.02 0.01 0.00 0.0000
H 3.26816 -4.24926 0.92000 -0.02 -0.01 0.00 0.0000
H 3.34706 -5.55106 -0.26461 -0.01 0.01 0.03 0.0000
H -0.02758 -4.60801 0.62834 0.02 0.00 -0.04 0.0002
H -1.56753 -3.33833 -0.81613 0.06 0.05 0.04 0.0002
H 1.71465 -2.25635 -3.35877 -0.02 -0.02 0.07 0.0001
H 3.24563 -3.57775 -1.93553 -0.04 0.02 0.00 0.0000
H -2.73006 -3.28776 -2.83751 0.05 0.01 -0.04 -0.0002
H -1.67760 -3.58835 -4.26377 -0.02 0.06 0.03 0.0001
H -2.94314 -2.32259 -4.33898 0.06 -0.01 0.03 -0.0001
N 0.59926 0.23067 -0.86909 -0.99 0.64 1.27 -0.0019
C 1.73498 1.10111 -1.12030 -0.01 -0.05 -0.29 0.0196
C 2.61838 0.71913 -2.11793 0.04 -0.21 -0.09 -0.0077
C 3.70342 1.51689 -2.43131 -0.06 0.00 0.19 0.0003
C 3.89641 2.70583 -1.73851 0.09 0.24 0.01 0.0000
C 3.02419 3.08503 -0.72323 0.02 -0.34 -0.24 0.0008
C 1.93806 2.27153 -0.41445 0.01 0.09 0.09 -0.0147
S 5.23984 3.78475 -2.26883 0.09 0.09 -0.06 0.0000
O 4.77826 4.20199 -3.58937 -0.07 -0.06 0.06 0.0000
O 5.27821 4.84383 -1.27662 -0.08 -0.09 -0.03 0.0000
O 6.40181 2.91378 -2.29129 -0.11 0.00 -0.01 0.0000
H 0.70509 -0.20473 0.06222 0.60 -0.21 -0.19 0.0031
H 0.59998 -0.52380 -1.54036 0.11 -0.04 -0.01 0.0022
H 2.44349 -0.20454 -2.66645 0.02 0.11 0.05 -0.0007
H 4.40352 1.23677 -3.21009 -0.04 0.04 0.04 0.0000
H 3.20489 4.01638 -0.19987 0.01 -0.06 -0.03 -0.0001
H 1.23509 2.56550 0.35024 0.08 0.01 0.03 0.0075
```
Forces are in eV/Å.

Electronic energy, hartree: -8890.9173
Net charge: 0
LUMO level (alpha / beta), eV: -1.69 / -3.18
⟨S²⟩: 0.760
2S+1: 2
HOMO level (alpha / beta), eV: -7.3 / -7.3
Frontier orbital gap (alpha / beta), eV: 5.594 / 4.108
ΔE to the lowest compared entry with this formula, charge and spin, kJ/mol: 187.0

***

Record 3
The following is a DFT calculation (ωB97M-V/def2-TZVPD) of a structure of composition C34H36CuIPSb2 in a non-equilibrium geometry.

The geometry in XYZ format:
```
75
Properties=species:S:1:pos:R:3:forces:R:3:mulliken_charge:R:1
Cu 0.02419 -0.47954 -0.80019 -0.09 -0.03 0.30 -0.6492
I 2.32452 -2.17852 -1.19881 -0.28 0.27 0.11 0.1075
C 3.54836 -0.77694 -0.16365 -0.10 -0.34 -0.09 -0.2423
C 4.68743 -0.56655 -0.88118 1.16 0.30 1.04 -0.7843
C 5.82745 -0.01115 -0.22199 0.16 0.35 -0.86 -0.8853
C 5.77397 0.24498 1.10699 -0.02 -0.27 -0.98 -0.7948
C 4.61690 0.04857 1.87026 -0.06 0.12 -1.26 0.8549
C 4.73713 0.30751 3.23181 0.28 0.14 1.33 -0.9911
C 3.63199 0.10745 3.99446 -1.06 -1.12 -0.30 -1.0610
C 2.41663 -0.29775 3.36924 -0.19 0.72 1.14 -0.5722
C 2.28286 -0.50048 2.01940 -1.73 -0.47 0.67 1.4916
P 0.59351 -0.86654 1.35132 -0.31 -0.48 0.71 1.7067
C -0.45095 0.04543 2.53398 -1.60 -0.09 0.32 -0.1466
C -0.38319 1.43274 2.71036 2.36 -0.42 -1.39 0.1074
C -1.02464 2.05595 3.73718 -0.81 0.37 1.37 -0.6567
C -1.87955 1.32306 4.54009 -1.28 -0.89 1.11 -0.4264
C -2.11885 -0.03321 4.28029 -1.12 0.12 -0.29 -0.7010
C -1.47702 -0.64839 3.24739 1.87 0.15 -1.38 -0.3338
C 0.25409 -2.63353 1.82490 0.49 -0.05 0.65 0.0227
C -0.48394 -3.44670 0.95532 -0.31 1.82 -1.69 0.3402
C -0.73839 -4.77505 1.18444 0.63 -0.18 0.65 -0.7250
C -0.19406 -5.33896 2.36160 -2.43 -1.69 -0.61 -0.4848
C 0.49509 -4.56804 3.25480 0.74 -0.14 0.95 -0.6888
C 0.72916 -3.20449 3.01165 0.73 -0.07 0.55 0.0230
C 3.40572 -0.39706 1.22958 1.99 -0.09 -1.19 0.2836
H 4.85844 -0.95411 -1.87123 -0.38 0.05 -0.23 0.4999
H 6.74224 0.20373 -0.80466 -0.62 -0.30 0.43 0.3743
H 6.62708 0.57893 1.62912 0.95 0.41 0.38 0.4465
H 5.71521 0.60196 3.70393 -1.12 -0.31 -0.78 0.3288
H 3.64695 0.05933 5.06300 0.12 0.54 0.47 0.4531
H 1.53088 -0.35936 4.02280 0.49 -0.08 -0.42 0.3990
H 0.34731 2.01519 2.09175 -0.65 -0.52 0.58 0.1944
H -0.82843 3.08208 4.01214 -0.08 0.18 -0.37 0.4470
H -2.48637 1.70932 5.38223 0.81 0.34 -0.63 0.3496
H -2.91874 -0.63208 4.73915 0.43 0.69 0.31 0.3640
H -1.70325 -1.65323 2.91138 -0.01 -0.10 0.51 0.4999
H -0.86083 -2.91504 0.01757 0.45 -1.03 1.19 -0.1660
H -1.29293 -5.33626 0.44007 -0.01 -0.14 0.32 0.4488
H -0.56342 -6.38266 2.66392 1.12 1.49 -0.62 0.2731
H 0.87443 -5.11511 4.14670 -0.24 0.96 -0.53 0.3612
H 1.33074 -2.64376 3.77671 -0.73 -0.46 -1.03 0.2152
C -4.04107 -1.16866 0.21777 0.13 -0.10 -0.81 -1.3760
Sb -2.50897 -0.62750 -1.25097 -0.18 0.24 0.52 0.4854
C -3.13486 -1.85936 -2.84860 -0.05 0.59 -0.93 -1.2659
C -3.46244 1.18145 -1.93365 1.55 1.79 1.33 -2.0121
C -2.96875 1.71469 -3.25610 -0.85 -1.79 0.15 0.3165
C -3.73659 1.33639 -4.33928 -1.37 -0.37 -1.23 -0.3907
C -3.37106 1.71885 -5.63966 -1.71 0.01 -1.17 -0.6354
C -2.32841 2.60150 -5.82625 1.32 -0.23 -0.32 -0.6850
C -1.49712 2.87682 -4.72484 0.42 1.58 -0.70 -0.2286
C -1.77151 2.42973 -3.45532 -0.38 0.15 1.62 0.8022
C -0.92162 2.90603 -2.27457 -0.82 -1.20 0.85 -1.3740
Sb 0.77083 1.71014 -1.68314 -0.48 -0.32 0.24 1.1028
C 1.83162 3.12485 -0.54509 -0.36 1.59 0.27 -1.3343
C 1.76718 1.51270 -3.51626 0.79 0.20 1.08 -1.2517
H -4.01771 -0.49847 1.05306 0.10 0.61 0.38 0.4432
H -3.81510 -2.15269 0.62743 -0.16 -0.14 -0.26 0.4086
H -5.04660 -1.11967 -0.24674 0.63 -0.22 0.19 0.4278
H -2.25627 -2.12541 -3.46880 -0.62 -0.02 0.38 0.3369
H -3.87139 -1.30856 -3.48789 0.58 -0.60 0.60 0.3413
H -3.58940 -2.71934 -2.37558 -0.09 -0.36 -0.24 0.4524
H -3.33983 2.04586 -1.24926 0.28 -0.78 0.36 0.5780
H -4.48440 0.92500 -1.74668 -0.91 -0.07 -1.05 0.7258
H -4.74133 0.79926 -4.19063 1.81 0.73 -0.17 0.4143
H -4.02427 1.44165 -6.53544 0.96 0.34 1.47 0.2953
H -2.06822 3.00412 -6.83455 -0.34 -0.38 1.04 0.3487
H -0.69257 3.64700 -4.79382 -0.50 -0.88 -0.30 0.3167
H -1.45531 2.91844 -1.28133 0.12 0.12 -1.18 0.3358
H -0.55344 3.88271 -2.43735 0.36 1.16 -0.30 0.8310
H 2.48547 2.68088 0.19658 0.11 -0.20 -0.01 0.2936
H 1.18630 3.89298 -0.02034 0.45 -1.03 -0.62 0.3667
H 2.41836 3.68186 -1.28190 0.16 0.00 0.27 0.5348
H 2.21842 2.43741 -3.82772 0.21 0.31 -0.27 0.4150
H 0.89375 1.29714 -4.07948 -0.34 -0.58 -1.21 0.3938
H 2.50860 0.71050 -3.41736 -0.41 0.14 -0.40 0.3043
```
Forces are in eV/Å.

Electronic energy, hartree: -4076.9541
Net charge: +1
LUMO level, eV: -2.46
HOMO level, eV: -10.6
Frontier orbital gap, eV: 8.118

***

Which of these has the highest electronic energy? C34H36CaF5N3O5PS

***

Among the records above, which one has the highest electronic energy? C34H36CaF5N3O5PS

***

Number 3 is which compound? C34H36CuIPSb2